One molecule with the formula C4H5NO at a distorted geometry, computed with ωB97M-V/def2-TZVPD.

The geometry in ORCA input format:
```
! RIJCOSX wB97M-V def2-TZVPD def2/J DEFGRID3
* xyz 0 1
C -1.42 -0.08 -0.14
C -0.02 0.32 -0.63
C 0.93 0.39 0.53
O 0.90 1.24 1.38
C 1.94 -0.71 0.63
N 2.71 -1.57 0.73
H -1.37 -0.92 0.57
H -2.06 -0.38 -0.97
H -1.89 0.76 0.37
H -0.05 1.32 -1.08
H 0.34 -0.38 -1.39
*
```

Results
Molecular weight = 83.1 g/mol
Electronic energy = -285.38535 Ha
Energy above the lowest of the compared OMol25 structures with the same formula, charge and spin = 76.7 kJ/mol

natural (NBO) population analysis, charges in e, atoms 1 to 4: C -0.598; C -0.492; C 0.506; O -0.456



A 7-piece molecular cluster, C39H45FNP overall at a distorted geometry, computed with ωB97M-V/def2-TZVPD.

The geometry in ORCA input format:
```
! RIJCOSX wB97M-V def2-TZVPD def2/J DEFGRID3
* xyz 0 1
C 3.61 -0.48 1.67
C 2.84 0.78 1.14
C 2.19 0.46 -0.26
N 3.26 0.33 -1.26
P 3.03 -0.99 -2.35
F 4.47 -1.14 -3.21
H 3.11 -1.42 1.37
H 4.62 -0.48 1.20
H 3.69 -0.46 2.77
H 3.51 1.64 0.96
H 2.05 1.13 1.84
H 1.48 1.28 -0.49
H 1.56 -0.45 -0.17
H 3.45 1.20 -1.75
H 2.94 -2.24 -1.65
C -2.05 1.18 5.49
C -1.11 0.29 4.98
C 0.14 0.75 4.58
C 0.46 2.09 4.70
C -0.48 2.98 5.22
C -1.73 2.52 5.60
H -3.02 0.82 5.79
H -1.35 -0.77 4.89
H 0.87 0.05 4.18
H 1.43 2.45 4.40
H -0.24 4.03 5.31
H -2.47 3.22 6.00
C -3.07 1.16 -2.28
C -2.03 0.91 -3.16
C -1.12 -0.11 -2.89
C -1.26 -0.88 -1.75
C -2.30 -0.64 -0.87
C -3.21 0.38 -1.13
H -3.78 1.95 -2.48
H -1.92 1.51 -4.05
H -0.30 -0.30 -3.58
H -0.55 -1.68 -1.55
H -2.42 -1.25 0.02
H -4.02 0.58 -0.44
C 3.24 -3.05 -5.26
C 3.75 -2.97 -6.55
C 3.27 -3.81 -7.54
C 2.27 -4.73 -7.25
C 1.76 -4.81 -5.96
C 2.24 -3.98 -4.97
H 3.62 -2.40 -4.48
H 4.52 -2.25 -6.77
H 3.67 -3.74 -8.55
H 1.89 -5.38 -8.03
H 0.98 -5.53 -5.74
H 1.85 -4.05 -3.96
C -4.97 4.87 9.30
C -3.87 4.36 8.62
C -3.19 3.26 9.13
C -3.61 2.66 10.31
C -4.71 3.17 10.99
C -5.39 4.28 10.49
H -5.49 5.73 8.91
H -3.54 4.82 7.70
H -2.33 2.86 8.60
H -3.08 1.80 10.70
H -5.04 2.70 11.91
H -6.24 4.68 11.02
C -5.12 -1.54 3.57
C -4.61 -1.46 2.28
C -5.08 -2.30 1.28
C -6.07 -3.23 1.57
C -6.59 -3.31 2.86
C -6.11 -2.47 3.86
H -4.74 -0.89 4.34
H -3.83 -0.73 2.05
H -4.67 -2.24 0.28
H -6.45 -3.89 0.80
H -7.37 -4.03 3.09
H -6.51 -2.54 4.86
C 6.50 1.40 -10.43
C 7.03 1.97 -9.28
C 6.80 1.39 -8.04
C 6.05 0.23 -7.94
C 5.52 -0.35 -9.09
C 5.74 0.24 -10.33
H 6.67 1.85 -11.40
H 7.63 2.88 -9.36
H 7.22 1.85 -7.15
H 5.88 -0.22 -6.98
H 4.93 -1.26 -9.02
H 5.32 -0.21 -11.22
*
```

Results
Molecular weight = 577.8 g/mol
Electronic energy = -2009.03726 Ha

Mulliken population analysis, charges in e, atoms 1 to 4: C -1.110; C -0.218; C -0.636; N -0.286



One molecule with the formula C2H2S4 at a distorted geometry, computed with ωB97M-V/def2-TZVPD.

The geometry in ORCA input format:
```
! RIJCOSX wB97M-V def2-TZVPD def2/J DEFGRID3
* xyz 0 1
C -0.75 -0.27 -0.13
C 0.74 0.27 -0.03
H -0.89 2.07 -0.01
H 1.15 -2.13 0.45
S -1.96 1.03 0.04
S -1.25 -1.84 -0.16
S 1.97 -1.03 0.00
S 0.98 1.90 -0.16
*
```

Results
Molecular weight = 154.3 g/mol
Electronic energy = -1670.09206 Ha
Energy above the lowest of the compared OMol25 structures with the same formula, charge and spin = 78.4 kJ/mol

natural (NBO) population analysis, charges in e, atoms 1 to 4: C -0.377; C -0.333; H 0.152; H 0.189



A 2-piece molecular cluster, CH9N2O overall at a distorted geometry, computed with ωB97M-V/def2-TZVPD.

The geometry in ORCA input format:
```
! RIJCOSX wB97M-V def2-TZVPD def2/J DEFGRID3
* xyz 1 1
O 1.80 1.59 -1.48
H 2.40 1.22 -2.13
H -1.02 0.62 -0.95
H 2.45 2.13 -1.01
N -0.58 0.49 -0.03
C -1.15 -0.64 0.88
N -0.47 -1.82 0.94
H -0.57 1.36 0.51
H 0.43 0.38 -0.21
H -2.16 -0.74 0.43
H -1.34 -0.13 1.82
H 0.25 -2.03 1.61
H -0.46 -2.46 0.17
*
```

Results
Molecular weight = 65.1 g/mol
Electronic energy = -227.99973 Ha
Energy above the lowest of the compared OMol25 structures with the same formula, charge and spin = 41.5 kJ/mol

natural (NBO) population analysis, charges in e, atoms 1 to 4: O -0.968; H 0.491; H 0.445; H 0.486